C21H23AsIrNS2 | wB97M-V/def2-TZVPD

The energy above the lowest of the compared OMol25 structures with the same formula, charge and spin comes out at 0.627 eV. Its multiplicity is 2. As for the total charge: +1. As for the calculated total energy: -4005.0880 Eh.

Geometry as XYZ:
```
49
Properties=species:S:1:pos:R:3:nbo_charge:R:1
Ir 0.2277 0.4102 -0.7135 0.400
S 2.5063 0.6016 -0.7844 0.053
C 2.8122 2.2920 -0.9671 -0.084
C 4.1413 2.7534 -0.9963 -0.259
C 4.3994 4.0858 -1.1904 -0.159
C 3.3480 5.0085 -1.3621 -0.197
C 2.0491 4.5820 -1.3332 -0.189
C 1.7656 3.2147 -1.1243 -0.274
S 0.1441 2.6694 -1.0633 0.077
H 4.9511 2.0460 -0.8739 0.233
H 5.4242 4.4310 -1.2167 0.232
H 3.5685 6.0555 -1.5180 0.233
H 1.2312 5.2780 -1.4651 0.232
N -1.9126 0.4467 -0.9075 -0.794
C -2.7600 -0.7341 -1.0510 0.112
C -4.0652 -0.4892 -1.4628 -0.230
C -4.9395 -1.5296 -1.6993 -0.183
C -4.4804 -2.8294 -1.5451 -0.207
C -3.1847 -3.0608 -1.1290 -0.119
C -2.2839 -2.0240 -0.8293 -0.102
C -0.9098 -2.4059 -0.3756 0.006
C -0.7847 -3.6518 0.2499 -0.231
C 0.4481 -4.2421 0.4694 -0.196
C 1.5957 -3.5998 0.0299 -0.217
C 1.4942 -2.3171 -0.4768 -0.222
C 0.2639 -1.6432 -0.6196 -0.322
H -2.0463 0.9991 -1.7545 0.411
H -2.2961 1.0308 -0.1683 0.402
H -4.3891 0.5356 -1.6106 0.217
H -5.9508 -1.3306 -2.0251 0.232
H -5.1283 -3.6669 -1.7654 0.231
H -2.8427 -4.0825 -1.0678 0.217
H -1.6729 -4.1808 0.5660 0.219
H 0.5060 -5.2090 0.9515 0.228
H 2.5644 -4.0729 0.1256 0.228
H 2.4082 -1.8131 -0.7545 0.216
C 0.7217 2.2265 2.3338 -0.966
As 0.2931 0.4908 1.6291 1.414
C -1.3994 -0.0090 2.4029 -0.974
C 1.5543 -0.7292 2.4084 -0.966
H 0.7849 2.1679 3.4197 0.250
H -0.0461 2.9370 2.0363 0.254
H 1.6798 2.5386 1.9201 0.260
H -1.3044 0.0049 3.4879 0.256
H -1.6545 -1.0132 2.0652 0.264
H -2.1818 0.6895 2.1101 0.237
H 1.4960 -0.6435 3.4929 0.246
H 2.5529 -0.4779 2.0580 0.264
H 1.3012 -1.7399 2.0939 0.268
```